Entry 1:
{"formula": "C22H28ClErF3N2O4", "method": "ωB97M-V/def2-TZVPD", "symbols": ["Er", "Cl", "N", "N", "C", "C", "C", "C", "C", "C", "H", "H", "H", "H", "H", "H", "C", "C", "C", "C", "H", "H", "H", "H", "H", "H", "O", "H", "H", "O", "H", "H", "C", "C", "C", "H", "H", "C", "C", "H", "C", "C", "C", "C", "H", "C", "H", "H", "H", "H", "H", "H", "H", "H", "F", "C", "F", "F", "C", "O", "O"], "positions_angstrom": [[0.1499, 0.5717, 0.9397], [0.2104, -0.1730, -1.4704], [-2.3771, -0.2687, 0.3693], [2.4906, 0.6961, 0.6375], [-2.9693, -1.2377, 1.0265], [3.2047, -0.3539, 0.9571], [-3.3102, 0.1081, -0.7321], [-4.6506, -0.3651, -0.1716], [-2.9603, -0.6742, -1.9837], [-3.2987, 1.5875, -1.0356], [-3.0876, -1.7523, -1.8140], [-1.9089, -0.4808, -2.2293], [-3.5946, -0.3421, -2.8124], [-3.6196, 2.1580, -0.1627], [-4.0133, 1.7554, -1.8525], [-2.3086, 1.9261, -1.3492], [3.3058, 1.5794, -0.2056], [4.7151, 0.9783, -0.0467], [3.2317, 3.0221, 0.2722], [2.9214, 1.4970, -1.6787], [3.1053, 0.4815, -2.0576], [3.5363, 2.2138, -2.2450], [1.8553, 1.7230, -1.7989], [3.5530, 3.0798, 1.3212], [2.1879, 3.3820, 0.2173], [3.8924, 3.6302, -0.3681], [4.4634, -0.3553, 0.5572], [5.3553, 1.5460, 0.6552], [5.2475, 0.7968, -0.9917], [-4.2639, -1.4277, 0.7849], [-5.3410, -0.8124, -0.8987], [-5.1573, 0.4216, 0.4112], [-2.2921, -2.1572, 1.9801], [2.6847, -1.4972, 1.7716], [1.4311, -2.1895, 1.2518], [2.4644, -1.1060, 2.7822], [3.4908, -2.2343, 1.8587], [0.1492, -1.7667, 1.5855], [-0.9692, -2.5462, 1.3841], [0.7276, 2.4481, 0.4064], [-0.8625, -3.6615, 0.5235], [0.4018, -4.0157, 0.0527], [-2.0640, -4.4342, 0.0904], [1.5516, -3.3309, 0.4115], [0.4917, -4.9013, -0.5815], [2.8870, -3.8143, -0.0580], [2.7344, -4.7013, -0.6790], [3.5328, -4.0982, 0.7829], [3.4112, -3.0484, -0.6471], [-2.7389, -4.6678, 0.9204], [-1.7344, -5.3732, -0.3629], [-2.6330, -3.8790, -0.6703], [-2.9432, -3.0160, 2.1601], [-2.1631, -1.6033, 2.9243], [-2.1262, 4.4776, 3.2773], [-1.7006, 4.1789, 2.0377], [-2.6476, 4.5944, 1.1468], [-0.5374, 4.8548, 1.7935], [-1.2915, 2.6827, 1.8108], [-0.9087, 1.9269, 2.7377], [-1.2125, 2.3518, 0.5631]], "forces_ev_per_a": [[-1.02, 1.12, -0.71], [0.27, -0.37, -0.63], [-0.76, -1.94, 0.93], [1.15, -2.32, 0.72], [1.17, 2.34, -1.20], [-1.64, 2.01, -0.50], [-0.07, 0.07, 0.42], [-0.10, -0.32, 0.74], [0.41, -0.20, -0.19], [-0.43, 0.12, -0.25], [0.00, 0.16, -0.11], [-0.45, -0.18, -0.05], [-0.05, -0.15, 0.06], [0.15, 0.09, -0.11], [0.06, 0.12, 0.07], [-0.24, -0.11, 0.08], [0.38, 0.39, -0.28], [0.21, -0.58, 0.55], [0.29, 0.30, -0.01], [-0.30, -0.04, -0.12], [-0.15, 0.24, 0.00], [-0.13, -0.17, 0.12], [0.39, 0.04, -0.04], [0.01, 0.11, -0.17], [0.52, -0.30, -0.04], [-0.06, -0.05, 0.29], [1.06, 0.33, -0.29], [-0.27, -0.34, -0.26], [-0.22, 0.14, 0.34], [-0.95, 0.07, -0.76], [0.27, 0.14, 0.18], [0.11, -0.25, -0.15], [-0.26, 0.49, 0.10], [0.15, -0.18, 0.22], [-0.59, -1.41, -1.38], [0.13, -0.16, -0.41], [-0.09, 0.21, 0.11], [0.80, 1.21, 2.35], [0.72, -1.36, -1.12], [0.95, -0.18, 0.18], [0.01, 0.56, 0.76], [-0.14, -0.11, -0.05], [-0.12, -0.37, -0.29], [0.21, 0.67, 0.83], [-0.01, 0.23, 0.04], [0.15, -0.23, -0.22], [0.24, 0.09, -0.04], [-0.03, 0.04, -0.15], [-0.06, -0.20, 0.11], [0.05, 0.01, -0.15], [-0.21, -0.01, -0.01], [0.03, -0.11, 0.21], [0.04, 0.14, 0.04], [0.15, -0.31, -0.25], [0.14, -0.01, -0.53], [0.81, -0.80, -0.66], [0.80, -0.14, 0.89], [-1.09, 0.30, 0.32], [-0.55, -1.05, -2.74], [0.03, 0.68, -0.11], [-1.87, 1.53, 3.32]], "lowdin_spin": [3.02, 0.00, 0.00, 0.00, 0.00, 0.00, 0.00, 0.00, 0.00, 0.00, 0.00, 0.00, 0.00, 0.00, 0.00, 0.00, 0.00, 0.00, 0.00, 0.00, 0.00, 0.00, 0.00, 0.00, 0.00, 0.00, 0.00, 0.00, 0.00, 0.00, 0.00, 0.00, 0.00, 0.00, 0.00, 0.00, 0.00, 0.00, 0.00, -0.01, 0.00, 0.00, 0.00, 0.00, 0.00, 0.00, 0.00, 0.00, 0.00, 0.00, 0.00, 0.00, 0.00, 0.00, 0.00, 0.00, 0.00, 0.00, 0.00, 0.00, 0.00], "homo_ev": [-3.079, -3.116], "s_squared": 3.75, "lumo_energy_ev": [2.8, 2.8], "gap_ev": [5.88, 5.92], "total_charge": -1, "spin_multiplicity": 4, "e_tot_ev": -82738.9848, "fmax_ha_per_bohr": 0.080}

Entry 2:
{"formula": "C19H19ClN4O2Re", "method": "ωB97M-V/def2-TZVPD", "symbols": ["N", "C", "C", "H", "H", "H", "N", "C", "C", "H", "H", "H", "N", "C", "C", "H", "H", "H", "Re", "C", "O", "C", "O", "C", "C", "C", "C", "C", "C", "H", "H", "H", "H", "H", "H", "Cl", "C", "C", "C", "C", "N", "C", "H", "H", "H", "H"], "positions_angstrom": [[-1.4537, -1.6517, 0.4844], [-2.2348, -2.4513, 0.7831], [-3.2257, -3.4641, 1.1629], [-2.7931, -4.1366, 1.9027], [-3.5204, -4.0345, 0.2829], [-4.1017, -2.9749, 1.5874], [-0.2694, 1.1264, -1.9324], [-0.4392, 1.7638, -2.8830], [-0.6554, 2.5729, -4.0874], [-1.0974, 1.9546, -4.8676], [0.2975, 2.9698, -4.4354], [-1.3276, 3.3984, -3.8548], [2.0632, -0.0983, 0.8997], [3.0999, -0.0960, 1.4132], [4.4138, -0.0922, 2.0650], [4.6935, 0.9312, 2.3130], [5.1566, -0.5180, 1.3915], [4.3688, -0.6860, 2.9771], [0.0000, 0.0000, 0.0000], [0.6113, 2.0683, 0.3908], [0.9192, 3.1455, 0.6029], [-1.9874, 0.9204, 0.0842], [-3.0178, 1.4057, 0.1399], [0.0388, -2.8660, -2.2013], [0.8655, -3.2964, -1.2000], [2.0823, -2.7579, -1.0598], [2.4982, -1.7743, -1.9150], [1.6893, -1.3539, -2.8945], [0.4453, -1.9045, -3.0383], [-0.9347, -3.3109, -2.3381], [0.5554, -4.0863, -0.5336], [2.7359, -3.1213, -0.2821], [3.4853, -1.3485, -1.8233], [2.0361, -0.5953, -3.5789], [-0.2063, -1.5878, -3.8379], [-3.3788, -0.3833, 4.7706], [-1.8247, 0.0778, 4.0954], [-0.8585, 0.6304, 4.9118], [0.3355, 1.0291, 4.3488], [0.5609, 0.8434, 2.9822], [-0.3583, 0.2396, 2.1309], [-1.5685, -0.0946, 2.7302], [-1.0417, 0.7780, 5.9685], [1.0906, 1.4997, 4.9662], [1.4954, 1.2449, 2.6602], [-2.4075, -0.4750, 2.1929]], "forces_ev_per_a": [[0.68, -0.43, -0.86], [0.15, -0.13, -0.29], [0.42, 0.45, -0.11], [0.11, -0.05, 0.08], [-0.01, -0.02, -0.14], [-0.10, 0.09, 0.03], [0.33, -0.69, -0.25], [-0.04, 0.13, -0.18], [0.09, -0.34, 0.54], [-0.06, -0.13, -0.05], [0.15, 0.02, 0.01], [-0.08, 0.07, 0.07], [0.07, -0.72, -0.93], [0.03, -0.18, -0.33], [-0.59, 0.02, -0.20], [0.03, 0.13, -0.02], [0.04, -0.04, -0.12], [-0.05, -0.10, 0.08], [-1.25, 2.03, 2.91], [1.25, 2.97, -0.03], [-1.07, -3.38, -0.61], [-3.01, 1.10, -0.53], [3.31, -1.46, -0.10], [-2.16, -1.27, 0.44], [-1.52, -1.64, 1.30], [1.95, -0.09, 1.71], [2.25, 0.67, 0.94], [-0.13, 1.77, -1.85], [-0.84, 1.44, -1.93], [-0.11, -0.16, -0.02], [-0.07, -0.18, 0.03], [0.18, -0.07, 0.06], [0.20, -0.03, 0.01], [0.03, 0.06, -0.18], [-0.02, 0.04, -0.19], [1.21, 0.31, -0.77], [-0.95, -0.39, -0.37], [0.10, 0.12, 0.58], [-0.11, -0.22, -1.01], [-1.03, -0.13, 0.97], [-0.16, 0.14, 1.68], [0.63, 0.57, 1.01], [-0.07, -0.03, 0.07], [0.08, 0.02, -0.16], [0.10, -0.13, -0.70], [0.07, -0.12, -0.59]], "lowdin_spin": [0.04, 0.02, 0.00, 0.00, 0.00, 0.00, 0.06, 0.03, 0.00, 0.00, 0.00, 0.00, 0.04, 0.02, 0.00, 0.00, 0.00, 0.00, 2.13, 0.01, 0.02, 0.01, 0.02, 0.09, 0.09, 0.09, 0.09, 0.08, 0.08, 0.00, 0.00, 0.00, 0.00, 0.00, 0.00, 0.00, 0.00, 0.02, 0.00, 0.01, 0.00, 0.01, 0.00, 0.00, 0.00, 0.00], "homo_ev": [-21.449, -21.334], "s_squared": 3.78, "lumo_energy_ev": [-14.4, -16.9], "gap_ev": [7.01, 4.46], "total_charge": 4, "spin_multiplicity": 4, "e_tot_ev": -44671.1247, "fmax_ha_per_bohr": 0.073, "e_above_lowest_ev": 0.000}

Entry 3:
{"formula": "C4H9NO2", "method": "ωB97M-V/def2-TZVPD", "symbols": ["C", "N", "C", "C", "O", "O", "C", "H", "H", "H", "H", "H", "H", "H", "H", "H"], "positions_angstrom": [[2.2869, 0.9130, -0.3768], [1.4458, 0.7605, 0.8079], [0.8321, -0.5367, 0.9884], [-0.6513, -0.3597, 0.3137], [-0.9904, 0.8037, 0.1913], [-1.5279, -1.3033, -0.0620], [-2.7217, -0.7270, -0.6825], [2.9870, 0.0783, -0.4926], [2.8939, 1.8194, -0.2763], [1.7147, 0.9988, -1.3121], [0.5922, 1.3284, 0.6711], [0.6565, -0.6922, 2.0610], [1.5490, -1.3333, 0.7093], [-3.3737, -1.5545, -0.9583], [-2.4519, -0.1543, -1.5730], [-3.2411, -0.0411, -0.0091]], "forces_ev_per_a": [[0.04, 0.00, -0.12], [-0.19, 0.09, 0.12], [-0.57, -0.13, -0.21], [0.09, 0.72, -0.07], [0.02, -0.33, -0.01], [0.49, -0.10, 0.09], [0.01, -0.07, 0.01], [-0.15, 0.04, 0.16], [-0.15, -0.12, 0.00], [0.00, -0.07, 0.01], [1.10, 0.39, 0.33], [-0.29, -0.02, -0.19], [-0.98, 0.11, -0.47], [0.27, -0.08, 0.16], [0.12, -0.17, 0.13], [0.20, -0.25, 0.07]], "mulliken_charge": [-0.78, -0.47, -0.55, 0.79, -0.61, -0.36, -0.61, 0.31, 0.28, 0.27, 0.37, 0.25, 0.33, 0.23, 0.28, 0.27], "homo_ev": -8.861, "lumo_energy_ev": 0.9, "gap_ev": 9.79, "total_charge": 0, "e_tot_ev": -9877.9616, "smiles": "CNCC(=O)OC", "fmax_ha_per_bohr": 0.024, "e_above_lowest_ev": 2.099}

Entry 4:
{"formula": "C22H27AuNO3P2", "method": "ωB97M-V/def2-TZVPD", "symbols": ["C", "C", "C", "C", "C", "C", "C", "C", "C", "C", "C", "C", "C", "H", "H", "H", "H", "H", "H", "H", "N", "Au", "C", "H", "H", "C", "H", "H", "P", "P", "C", "H", "H", "H", "C", "H", "H", "H", "C", "H", "H", "H", "C", "H", "H", "H", "C", "O", "H", "C", "C", "O", "O", "H", "H", "H"], "positions_angstrom": [[-2.0788, 2.7551, -2.3522], [-1.6563, 1.4845, -2.0033], [-0.3097, 1.1070, -2.3101], [0.6866, 2.0759, -2.6738], [0.2446, 3.4288, -2.7237], [-1.1121, 3.7187, -2.6842], [2.0014, 1.5910, -2.8070], [2.3696, 0.3117, -2.3469], [1.2892, -0.5855, -2.0374], [1.5087, -1.8852, -1.4878], [2.8060, -2.3556, -1.4439], [3.8778, -1.4752, -1.6801], [3.6752, -0.1408, -2.0100], [-3.1325, 3.0257, -2.2725], [0.9940, 4.2267, -2.7641], [-1.4520, 4.7363, -2.8584], [2.7591, 2.2353, -3.2264], [2.9875, -3.3899, -1.1524], [4.8888, -1.8530, -1.5464], [4.4961, 0.5830, -1.9834], [0.0264, -0.1807, -2.1921], [-0.4514, 0.2113, 2.7817], [-2.5362, 0.5225, -1.2423], [-2.3296, -0.4952, -1.5906], [-3.5896, 0.7857, -1.4057], [0.3513, -2.6430, -0.9088], [-0.5370, -2.4255, -1.5035], [0.5677, -3.7129, -0.8760], [-2.3040, 0.4789, 0.6284], [-0.1303, -2.1630, 0.8476], [1.1693, -3.1143, 1.7188], [1.0075, -3.0369, 2.8014], [1.1387, -4.1708, 1.4158], [2.1485, -2.6867, 1.4693], [-1.5167, -3.3433, 1.1159], [-1.1469, -4.3739, 1.0291], [-1.9491, -3.2089, 2.1153], [-2.3037, -3.1748, 0.3705], [-2.8278, 2.1829, 0.9963], [-3.7316, 2.4432, 0.4304], [-3.0241, 2.2764, 2.0689], [-2.0161, 2.8660, 0.7273], [-3.8403, -0.3810, 1.1469], [-3.8900, -0.4278, 2.2409], [-4.7165, 0.1699, 0.7783], [-3.8616, -1.4048, 0.7548], [-1.4634, -1.0405, 3.7780], [-2.2020, -1.6911, 4.3818], [0.5972, 1.3318, 1.9869], [2.8835, 1.2616, 3.1853], [2.4093, 1.8813, 1.9073], [3.1220, 2.1167, 0.9595], [1.0624, 2.2487, 1.9201], [2.3450, 1.6550, 4.0531], [3.9543, 1.4758, 3.2726], [2.7413, 0.1729, 3.2006]], "forces_ev_per_a": [[0.25, -1.20, 0.63], [-0.53, 0.47, -0.15], [1.00, -0.58, -0.09], [-0.39, -0.58, 0.51], [-0.43, 0.46, -0.51], [1.23, 0.59, -0.33], [0.02, 0.12, 0.47], [-0.73, -0.21, 0.50], [-0.49, 1.12, -0.40], [0.76, -0.39, -0.07], [-1.09, 0.13, 0.19], [0.55, 1.19, -0.32], [0.55, -0.68, -0.32], [0.29, 0.04, 0.12], [-0.40, -0.24, -0.31], [0.20, -0.08, 0.15], [0.20, 0.23, 0.24], [0.09, 0.25, 0.08], [-0.15, 0.21, 0.09], [-0.18, -0.43, -0.29], [-0.83, -0.38, 1.55], [-0.17, -0.72, -0.99], [0.56, -0.46, -0.51], [-0.23, 0.08, -0.02], [0.11, -0.16, 0.23], [-0.28, 0.78, -0.33], [-0.03, -0.26, -0.07], [-0.14, -0.01, 0.09], [-1.27, 0.48, -1.11], [0.23, -1.45, -0.89], [0.31, 0.72, 0.59], [0.19, -0.12, -0.17], [-0.11, 0.36, 0.01], [-0.16, -0.13, 0.15], [-0.37, 0.37, 0.02], [-0.06, 0.29, -0.04], [0.07, -0.10, -0.23], [0.14, -0.08, 0.17], [0.76, 0.34, 0.55], [0.21, -0.24, 0.06], [0.01, 0.09, -0.14], [-0.17, 0.03, 0.07], [0.23, -0.51, 0.10], [-0.03, 0.02, -0.20], [0.28, -0.10, 0.04], [-0.07, 0.21, 0.10], [-3.78, -3.42, 3.63], [2.08, 1.71, -1.68], [0.35, 0.98, -0.45], [0.45, -0.07, 0.47], [0.10, 0.87, -0.80], [-0.85, -0.24, 0.89], [1.83, 0.67, -0.91], [0.11, 0.04, -0.24], [-0.22, -0.19, 0.08], [0.02, 0.15, -0.23]], "lowdin_spin": [0.00, 0.00, 0.00, 0.00, 0.00, 0.00, 0.00, 0.00, 0.00, 0.00, 0.00, 0.00, 0.00, 0.00, 0.00, 0.00, 0.00, 0.00, 0.00, 0.00, 0.00, 0.42, 0.05, 0.00, 0.01, 0.05, 0.00, 0.01, 0.34, 0.31, 0.05, 0.00, 0.01, 0.00, 0.03, 0.01, 0.00, 0.00, 0.06, 0.01, 0.00, 0.00, 0.04, 0.00, 0.01, 0.00, 0.10, 0.01, 0.15, 0.02, 0.03, 0.03, 0.23, 0.01, 0.00, 0.01], "homo_ev": [-9.797, -10.440], "s_squared": 2.01, "lumo_energy_ev": [-3.5, -6.7], "gap_ev": [6.27, 3.69], "total_charge": 1, "spin_multiplicity": 3, "e_tot_ev": -53144.8927, "fmax_ha_per_bohr": 0.122, "e_above_lowest_ev": 2.666}

Entry 5:
{"formula": "C6H12N4", "method": "ωB97M-V/def2-TZVPD", "symbols": ["C", "C", "N", "N", "C", "C", "C", "N", "N", "C", "H", "H", "H", "H", "H", "H", "H", "H", "H", "H", "H", "H"], "positions_angstrom": [[2.5203, -0.2648, -0.8431], [1.2104, -0.0184, -0.5335], [0.2355, 0.0104, -1.5399], [-1.0994, -0.4534, -1.1635], [-1.1202, -1.9097, -0.7762], [-1.5486, 0.4148, -0.0899], [-2.8024, 0.4154, 0.2419], [-0.5830, 1.2362, 0.4911], [0.7109, 0.5469, 0.7278], [1.5779, 1.1317, 1.8421], [3.4378, -0.1663, -0.2616], [2.7834, -0.8401, -1.7587], [0.6006, -0.2555, -2.4044], [-0.5547, -1.9787, 0.1399], [-2.1700, -2.3310, -0.8668], [-0.6467, -2.5137, -1.5111], [-3.6796, 0.1900, -0.3912], [-2.9652, 1.2419, 1.0066], [-0.9908, 1.5812, 1.4003], [1.8982, 2.1409, 1.6209], [0.7707, 1.2461, 2.6748], [2.4147, 0.5760, 1.9945]], "forces_ev_per_a": [[-0.19, -1.11, -0.33], [1.30, 2.15, 1.23], [-1.18, -0.01, 2.91], [1.32, 0.24, -0.17], [-1.25, 0.91, -0.55], [1.85, -1.74, -2.13], [-2.90, 2.69, 1.53], [0.66, 0.32, 1.41], [0.42, -1.07, -1.12], [-5.68, 1.68, -1.33], [-0.78, 0.45, 0.47], [-0.75, 0.56, 0.51], [-0.03, -0.76, -1.57], [-0.43, -0.71, 0.67], [1.08, 0.90, 1.08], [0.95, -0.05, -0.91], [0.98, -0.35, 0.46], [-0.46, -1.40, -0.58], [1.02, -0.49, -1.22], [0.08, 0.43, -0.38], [2.07, -0.57, -0.80], [1.92, -2.08, 0.81]], "mulliken_charge": [-1.25, 0.66, -0.25, -0.13, -0.86, 0.42, -0.91, -0.42, 0.22, -0.88, 0.26, 0.21, 0.25, 0.35, 0.29, 0.31, 0.29, 0.20, 0.32, 0.33, 0.23, 0.36], "homo_ev": -7.423, "lumo_energy_ev": 1.0, "gap_ev": 8.38, "total_charge": 0, "e_tot_ev": -12372.0362, "smiles": "C=c1[nH]n(C)c(=C)[nH]n1C", "fmax_ha_per_bohr": 0.118, "e_above_lowest_ev": 4.494}